ORCA calculation (the ωB97M-V functional and the def2-TZVPD basis) on C20H50N3O7Zn as an isolated structure.

Last column: Mulliken charge in e.
CARTESIAN COORDINATES (ANGSTROEM)
Zn -5.725 -0.859 0.001  0.72
C -2.018 1.005 0.287  -0.88
C -2.421 -0.424 0.866  0.65
O -3.808 -0.696 0.790  -0.58
H -0.942 1.175 0.236  0.22
H -2.386 1.703 1.039  0.34
H -2.622 1.182 -0.602  0.12
H -1.909 -0.879 1.715  0.39
H -2.050 -1.010 0.025  -0.74
C -3.534 -5.230 -1.590  -0.75
O -3.791 -4.064 -2.369  -0.48
C -2.948 -2.966 -1.978  -1.07
C -3.598 -1.653 -2.460  -0.64
N -4.988 -1.557 -1.969  0.05
C -5.839 -0.694 -2.766  -0.80
C -5.597 0.740 -2.445  -0.22
O -5.622 1.028 -1.058  -0.11
C -5.433 2.405 -0.751  -0.83
H -3.441 -4.953 -0.540  0.31
H -2.640 -5.710 -1.987  0.31
H -4.301 -5.994 -1.464  0.30
H -1.984 -3.170 -2.442  0.41
H -2.886 -2.709 -0.920  0.59
H -3.758 -1.851 -3.519  0.57
H -3.015 -0.772 -2.187  0.23
H -5.278 -2.524 -1.967  0.34
H -6.874 -0.979 -2.580  0.40
H -5.616 -0.919 -3.809  0.42
H -6.303 1.403 -2.944  0.43
H -4.561 0.892 -2.749  0.35
H -6.139 3.120 -1.173  0.33
H -4.385 2.703 -0.748  0.29
H -5.691 2.388 0.308  0.32
C 7.059 0.123 -1.827  -0.84
O 5.865 0.328 -1.116  -0.33
C 5.168 -0.766 -0.537  -0.52
C 3.760 -0.377 -0.095  0.16
N 3.117 -1.627 0.290  -0.38
C 1.698 -1.502 0.428  -0.30
C 1.028 -1.655 -0.983  0.27
O 1.796 -2.609 -1.803  -0.44
C 0.888 -3.079 -2.857  -0.84
H 6.925 0.216 -2.905  0.29
H 7.557 -0.841 -1.717  0.35
H 7.867 0.794 -1.536  0.28
H 5.713 -1.037 0.367  0.25
H 5.189 -1.512 -1.331  0.45
H 3.283 0.107 -0.947  0.16
H 3.590 0.472 0.566  -0.26
H 3.228 -2.228 -0.514  0.49
H 1.422 -0.627 1.017  -0.40
H 1.310 -2.305 1.056  0.42
H 1.074 -0.726 -1.550  0.31
H -0.002 -1.947 -0.781  -0.08
H 0.355 -2.294 -3.393  0.29
H 0.362 -3.894 -2.360  0.33
H 1.604 -3.438 -3.596  0.31
C 0.013 0.763 6.118  -0.82
O -0.049 0.028 4.878  -0.35
C 0.359 0.691 3.689  -0.44
C 1.752 1.312 3.569  -0.62
N 1.912 1.943 2.275  0.08
C 3.089 2.731 2.241  -1.37
C 3.239 3.600 1.027  -0.12
O 4.269 4.490 1.408  -0.30
C 4.632 5.399 0.384  -0.75
H -0.524 0.252 6.917  0.31
H -0.431 1.758 6.148  0.35
H 0.989 1.062 6.501  0.31
H -0.324 1.370 3.177  0.26
H 0.270 -0.028 2.874  0.04
H 2.592 0.630 3.700  0.28
H 1.876 2.116 4.295  0.69
H 1.210 2.636 2.054  0.21
H 4.035 2.189 2.238  0.31
H 3.191 3.368 3.119  0.55
H 2.320 4.119 0.753  0.37
H 3.703 2.931 0.303  0.20
H 5.079 4.911 -0.482  0.30
H 5.266 6.177 0.808  0.25
H 3.780 5.845 -0.127  0.30

F_max in eV Å⁻¹: 5.1
Total charge: +1
LUMO in eV: -6.1
Total energy in hartree: -3261.72290
Kohn-Sham gap in eV: 4.082
2S+1: 1